C35H40F10N2O9S | wB97M-V/def2-TZVPD

Calculated values
highest occupied orbital energy: -8.5 eV
SMILES: CCc1c(F)c2c(c(N(C(C)=O)C(C)=O)c1C(F)(F)C(F)(F)C(F)(F)C(F)(F)F)Sc1cc(CCCCO)cc(CC(=O)OC(C)=O)c1N2COO.CCOCC
calculated total energy: -3539.932167 Ha

Last columns: bonded neighbours and bond lengths (Å).
Cartesian coordinates (Å):
1 C 0.1729 -5.6421 2.5624  C2 1.673, H53 1.171, H54 1.171, H55 1.189
2 C -0.7732 -5.4196 1.2012  C1 1.673, C3 1.652, H56 1.190, H57 1.167
3 C -1.1233 -3.8147 1.0216  C2 1.652, C4 1.673, C16 1.673
4 C 0.2081 -2.8882 0.6109  C3 1.673, F5 1.507, C6 1.638
5 F 1.5645 -3.5201 0.4314  C4 1.507
6 C 0.1324 -1.2620 0.4266  C4 1.638, C7 1.673, N49 1.512
7 C -1.3790 -0.5925 0.6865  C6 1.673, C8 1.658, S30 1.911
8 C -2.7192 -1.4902 1.0687  C7 1.658, N9 1.506, C16 1.677
9 N -3.9960 -0.7237 1.2955  C8 1.506, C10 1.506, C13 1.498
10 C -3.9801 0.1420 2.5275  N9 1.506, C11 1.673, O12 1.347
11 C -3.6138 -0.5572 4.0023  C10 1.673, H58 1.184, H59 1.171, H60 1.194
12 O -4.1883 1.4723 2.5743  C10 1.347
13 C -4.5557 -0.0588 0.0755  N9 1.498, C14 1.673, O15 1.334
14 C -6.1224 0.5164 0.1918  C13 1.673, H61 1.178, H62 1.172, H63 1.192
15 O -3.9841 0.0940 -1.1200  C13 1.334
16 C -2.6443 -3.1556 1.2496  C3 1.673, C8 1.677, C17 1.629
17 C -3.9034 -4.0988 1.6708  C16 1.629, F18 1.513, F19 1.512, C20 1.613
18 F -3.4282 -4.9361 2.8380  C17 1.513
19 F -5.0806 -3.3462 2.2479  C17 1.512
20 C -4.4966 -5.1251 0.5771  C17 1.613, F21 1.512, F22 1.512, C23 1.617
21 F -4.1804 -6.5575 0.9451  C20 1.512
22 F -6.0052 -5.0685 0.6656  C20 1.512
23 C -4.0913 -4.9462 -0.9776  C20 1.617, F24 1.514, F25 1.495, C26 1.634
24 F -4.8957 -5.9783 -1.7391  C23 1.514
25 F -2.6712 -5.2593 -1.3226  C23 1.495
26 C -4.4459 -3.5182 -1.6873  C23 1.634, F27 1.478, F28 1.512, F29 1.498
27 F -5.6001 -2.7868 -1.1240  C26 1.478
28 F -4.8412 -3.8554 -3.1076  C26 1.512
29 F -3.2021 -2.6964 -1.8306  C26 1.498
30 S -1.3837 1.3118 0.5227  C7 1.911, C31 1.912
31 C -0.2940 1.5531 -1.0300  S30 1.912, C32 1.645, C48 1.673
32 C -0.6754 2.6014 -2.2393  C31 1.645, C33 1.669, H64 1.188
33 C 0.3823 2.6226 -3.5306  C32 1.669, C34 1.660, C39 1.667
34 C -0.0406 3.6444 -4.7681  C33 1.660, C35 1.654, H65 1.170, H66 1.194
35 C 0.9054 3.4162 -6.1050  C34 1.654, C36 1.640, H67 1.187, H68 1.184
36 C 2.4173 4.0280 -5.9320  C35 1.640, C37 1.640, H69 1.187, H70 1.187
37 C 3.6087 3.1296 -6.6122  C36 1.640, O38 1.479, H71 1.184, H72 1.194
38 O 3.1543 2.1975 -7.6661  C37 1.479, H73 1.020
39 C 1.7378 1.6535 -3.5725  C33 1.667, C40 1.671, H74 1.182
40 C 2.1071 0.5992 -2.3304  C39 1.671, C41 1.640, C48 1.657
41 C 3.4626 -0.3128 -2.4711  C40 1.640, C42 1.650, H75 1.192, H76 1.188
42 C 3.2451 -1.9116 -2.1244  C41 1.650, O43 1.362, O44 1.498
43 O 2.1885 -2.5611 -2.6876  C42 1.362
44 O 4.2174 -2.6401 -1.2481  C42 1.498, C45 1.492
45 C 4.7535 -3.8306 -1.9704  O44 1.492, C46 1.666, O47 1.356
46 C 4.8151 -5.3191 -1.2253  C45 1.666, H77 1.179, H78 1.188, H79 1.185
47 O 5.1878 -3.7214 -3.2501  C45 1.356
48 C 1.0560 0.5649 -1.0499  C31 1.673, C40 1.657, N49 1.512
49 N 1.3285 -0.4047 0.0781  C6 1.512, C48 1.512, C50 1.512
50 C 1.9526 0.2626 1.2826  N49 1.512, O51 1.470, H80 1.192, H81 1.192
51 O 1.1402 0.2346 2.5079  C50 1.470, O52 1.322
52 O 1.3562 1.4115 3.0704  O51 1.322, H82 1.004
53 H 1.2792 -5.5154 2.1992  C1 1.171
54 H -0.1827 -4.8500 3.3478  C1 1.171
55 H -0.0383 -6.7606 2.9071  C1 1.189
56 H -0.0959 -5.7276 0.2724  C2 1.190
57 H -1.7031 -6.1077 1.3560  C2 1.167
58 H -4.1871 -0.0278 4.8922  C11 1.184
59 H -3.8747 -1.6957 3.9235  C11 1.171
60 H -2.4436 -0.4509 4.2139  C11 1.194
61 H -6.5728 0.4405 -0.8937  C14 1.178
62 H -6.7005 -0.2527 0.8607  C14 1.172
63 H -6.1456 1.6261 0.6259  C14 1.192
64 H -1.6545 3.2736 -2.2024  C32 1.188
65 H -0.1504 4.7619 -4.4400  C34 1.170
66 H -1.1339 3.2931 -5.0939  C34 1.194
67 H 0.8824 2.2619 -6.3816  C35 1.187
68 H 0.3768 4.0107 -6.9822  C35 1.184
69 H 2.6392 4.0507 -4.7658  C36 1.187
70 H 2.4691 5.1602 -6.2854  C36 1.187
71 H 4.2119 2.5443 -5.7783  C37 1.184
72 H 4.3336 3.9041 -7.1598  C37 1.194
73 H 2.8479 1.3495 -7.1901  O38 1.020
74 H 2.4780 1.6366 -4.4937  C39 1.182
75 H 3.7843 -0.2580 -3.6172  C41 1.192
76 H 4.3787 0.1477 -1.8706  C41 1.188
77 H 5.3332 -5.2185 -0.1707  C46 1.179
78 H 3.7072 -5.7070 -1.0447  C46 1.188
79 H 5.4295 -6.0522 -1.9254  C46 1.185
80 H 2.9808 -0.2799 1.5463  C50 1.192
81 H 2.2658 1.3703 0.9727  C50 1.192
82 H 2.3337 1.5351 3.2647  O52 1.004
83 C 0.1679 5.4817 5.2143  C84 1.518, H88 1.095, H89 1.095, H90 1.092
84 C 1.2688 4.6816 4.5417  C83 1.518, O85 1.427, H91 1.095, H92 1.096
85 O 2.2199 5.4916 3.8511  C84 1.427, C86 1.425
86 C 2.9377 6.4368 4.6399  O85 1.425, C87 1.518, H93 1.095, H94 1.096
87 C 3.7558 5.8032 5.7513  C86 1.518, H95 1.093, H96 1.095, H97 1.096
88 H -0.3601 6.1002 4.4805  C83 1.095
89 H -0.5539 4.8102 5.6916  C83 1.095
90 H 0.5606 6.1506 5.9828  C83 1.092
91 H 0.8184 4.0225 3.7919  C84 1.095
92 H 1.7794 4.0283 5.2578  C84 1.096
93 H 2.2545 7.1956 5.0347  C86 1.095
94 H 3.6171 6.9609 3.9586  C86 1.096
95 H 3.1260 5.2748 6.4714  C87 1.093
96 H 4.3177 6.5684 6.2965  C87 1.095
97 H 4.4628 5.0744 5.3390  C87 1.096